Computed, not measured: a cluster of 3 separate species, C5H10O in total, with wB97M-V/def2-TZVPD.

Geometry (Å):
C 1.213 0.539 -1.224
C 0.688 -0.521 -1.831
H 0.589 1.244 -0.682
H 2.282 0.733 -1.229
H -0.380 -0.728 -1.796
H 1.304 -1.234 -2.375
C -1.170 1.009 1.610
C -1.542 1.558 0.459
H -0.715 1.603 2.399
H -1.275 -0.057 1.791
H -1.424 2.621 0.262
H -1.968 0.960 -0.346
C 0.606 -1.927 0.740
O -0.552 -1.977 1.074
H 1.308 -1.154 1.106
H 1.037 -2.670 0.042

Results
molar mass: 86.13 g/mol
E_HOMO: -0.3648 Ha
Kohn-Sham gap: 10.82 eV
SMILES: C=C.C=C.C=O
relative energy (zero: lowest compared OMol25 entry of this formula, charge and spin): 2.945 eV